1.
214
Properties=species:S:1:pos:R:3 method="wB97M-V/def2-TZVPD" gap_ev=8.18 homo_ha=-0.2846 de_lowest_kj_mol=415.9 total_charge=0 spin_multiplicity=1 fmax_ev_per_a=4.571 lumo_ev=0.43 smiles=CC1(C)CCCC(C)(C)N1O.CC1(C)CCCC(C)(C)N1O.CC1(C)CCCC(C)(C)N1O.CC1(C)CCCC(C)(C)N1O.CC1(C)CCCC(C)(C)N1O.CC1(C)CCCC(C)(C)N1O.COC[C@H](C)N.COC[C@H](C)N e_tot_ev=-94786.72426
C 0.243 -4.303 5.165
C 1.686 -4.591 5.470
C 2.542 -3.259 5.309
C 1.732 -4.816 6.994
C 2.962 -5.494 7.487
C 3.218 -6.870 6.718
C 3.409 -6.643 5.185
C 4.654 -5.851 4.881
C 3.299 -8.036 4.583
N 2.154 -5.860 4.751
O 2.035 -5.690 3.322
H 0.190 -4.156 4.086
H -0.237 -5.246 5.424
H -0.249 -3.610 5.848
H 3.265 -3.381 4.503
H 2.026 -2.302 5.221
H 3.033 -2.972 6.239
H 1.589 -3.867 7.512
H 0.822 -5.286 7.368
H 3.818 -4.819 7.452
H 2.661 -5.687 8.517
H 2.318 -7.472 6.844
H 4.074 -7.396 7.142
H 4.678 -5.617 3.817
H 5.449 -6.555 5.124
H 4.780 -4.905 5.409
H 3.374 -8.099 3.497
H 2.369 -8.526 4.872
H 4.116 -8.700 4.864
H 1.272 -6.225 3.091
C 8.090 -4.649 1.272
C 7.305 -3.968 0.087
C 7.977 -4.163 -1.371
C 5.864 -4.588 -0.059
C 4.803 -4.158 1.035
C 4.743 -2.624 1.174
C 6.157 -2.009 1.359
C 5.923 -0.455 1.243
C 6.527 -2.206 2.869
N 7.106 -2.520 0.261
O 8.233 -1.792 0.135
H 8.370 -5.691 1.118
H 8.870 -4.085 1.784
H 7.440 -4.774 2.138
H 8.058 -5.229 -1.583
H 7.388 -3.668 -2.144
H 8.989 -3.786 -1.516
H 5.513 -4.372 -1.068
H 5.905 -5.675 0.002
H 3.788 -4.463 0.781
H 4.969 -4.606 2.015
H 4.199 -2.304 2.063
H 4.208 -2.146 0.354
H 6.744 0.150 1.627
H 5.085 -0.108 1.848
H 5.698 -0.343 0.183
H 7.612 -2.111 2.904
H 6.489 -3.190 3.336
H 6.016 -1.397 3.391
H 7.907 -1.202 -0.549
C 3.623 3.309 -6.213
C 3.311 4.641 -5.382
C 4.502 5.660 -5.511
C 2.015 5.338 -6.009
C 0.723 4.522 -5.797
C 0.619 4.338 -4.254
C 1.920 3.825 -3.443
C 1.666 4.220 -1.974
C 1.997 2.283 -3.513
N 3.099 4.438 -3.944
O 4.261 4.013 -3.290
H 4.235 3.503 -7.093
H 4.404 2.778 -5.669
H 2.794 2.659 -6.493
H 5.401 5.044 -5.494
H 4.419 6.355 -6.347
H 4.507 6.486 -4.799
H 1.881 6.355 -5.640
H 2.153 5.508 -7.076
H -0.012 5.214 -6.208
H 0.693 3.683 -6.492
H -0.175 3.599 -4.142
H 0.361 5.328 -3.879
H 2.013 5.220 -1.711
H 2.247 3.464 -1.447
H 0.599 4.130 -1.768
H 1.128 1.813 -3.051
H 2.939 1.976 -3.059
H 1.960 1.991 -4.562
H 4.783 4.816 -3.229
C -5.008 1.294 -5.998
C -3.756 2.096 -6.168
C -4.220 3.465 -6.799
C -3.040 2.350 -4.745
C -2.204 1.198 -4.171
C -1.197 0.674 -5.264
C -1.946 0.265 -6.602
C -0.747 0.112 -7.599
C -2.762 -0.974 -6.528
N -2.770 1.435 -7.037
O -3.237 1.326 -8.320
H -5.753 1.842 -5.422
H -5.475 1.121 -6.968
H -4.894 0.327 -5.507
H -3.391 4.167 -6.713
H -4.364 3.394 -7.877
H -5.173 3.800 -6.391
H -2.481 3.286 -4.769
H -3.852 2.496 -4.033
H -1.520 1.456 -3.362
H -2.774 0.323 -3.860
H -0.743 -0.237 -4.875
H -0.408 1.414 -5.397
H 0.032 -0.601 -7.329
H -0.260 1.080 -7.718
H -1.064 -0.342 -8.538
H -2.890 -1.190 -5.467
H -2.266 -1.889 -6.853
H -3.732 -0.861 -7.011
H -2.558 1.779 -8.825
C -8.132 -1.707 -2.549
C -7.201 -1.003 -1.519
C -6.663 -2.060 -0.505
C -5.953 -0.467 -2.343
C -5.045 0.530 -1.662
C -5.945 1.631 -1.233
C -7.126 1.328 -0.283
C -6.627 0.982 1.168
C -8.165 2.538 -0.169
N -7.925 0.168 -0.840
O -9.021 -0.168 -0.050
H -8.982 -2.198 -2.073
H -8.421 -0.975 -3.303
H -7.528 -2.424 -3.104
H -5.735 -1.783 -0.005
H -7.422 -2.179 0.268
H -6.421 -3.029 -0.941
H -5.272 -1.220 -2.739
H -6.388 0.085 -3.176
H -4.447 0.050 -0.888
H -4.261 0.952 -2.292
H -6.346 2.138 -2.111
H -5.273 2.254 -0.642
H -7.453 0.604 1.769
H -6.154 1.856 1.617
H -5.866 0.202 1.181
H -8.636 2.730 -1.133
H -7.573 3.396 0.148
H -9.010 2.237 0.451
H -9.741 0.160 -0.593
C 0.157 -1.861 2.547
C 0.010 -0.334 2.325
C -0.324 0.244 3.761
C 1.361 0.178 1.813
C 1.381 -0.006 0.329
C 0.287 0.818 -0.320
C -1.138 0.423 0.136
C -2.046 1.637 -0.063
C -1.609 -0.775 -0.752
N -1.188 0.055 1.545
O -2.444 -0.489 2.025
H 1.029 -2.078 3.163
H -0.786 -2.175 2.994
H 0.150 -2.364 1.580
H -0.157 1.319 3.830
H -1.327 0.185 4.183
H 0.210 -0.300 4.540
H 1.569 1.212 2.090
H 2.215 -0.380 2.197
H 2.238 0.545 -0.058
H 1.417 -0.987 -0.146
H 0.404 0.637 -1.389
H 0.543 1.848 -0.072
H -1.892 2.168 -1.002
H -1.943 2.382 0.725
H -3.092 1.347 0.042
H -2.559 -1.221 -0.457
H -0.825 -1.527 -0.660
H -1.648 -0.520 -1.811
H -2.760 0.216 2.596
C -2.969 2.709 3.768
O -3.481 1.338 3.737
C -4.383 0.835 4.766
C -4.736 -0.602 4.470
C -5.848 -0.986 5.400
N -3.722 -1.662 4.545
H -2.385 3.050 2.913
H -2.188 2.649 4.525
H -3.775 3.343 4.138
H -4.116 0.916 5.820
H -5.211 1.520 4.585
H -5.148 -0.609 3.461
H -6.325 -1.930 5.137
H -6.606 -0.226 5.212
H -5.497 -0.975 6.432
H -2.905 -1.145 4.253
H -3.992 -2.305 3.814
C 4.038 6.446 3.509
O 2.685 6.174 3.161
C 2.408 4.754 3.079
C 1.021 4.270 2.622
C 0.580 4.557 1.166
N -0.072 4.818 3.397
H 4.766 6.159 2.751
H 4.380 5.829 4.340
H 4.115 7.520 3.675
H 3.147 4.395 2.363
H 2.516 4.349 4.085
H 0.907 3.201 2.801
H 0.568 5.626 0.953
H -0.383 4.094 0.952
H 1.326 4.140 0.489
H -0.124 4.356 4.294
H 0.035 5.818 3.497

=====

2.
20
Properties=species:S:1:pos:R:3 method="wB97M-V/def2-TZVPD" gap_ev=10.68 homo_ha=-0.5068 de_lowest_kj_mol=50.6 total_charge=+1 spin_multiplicity=1 fmax_ev_per_a=2.181 lumo_ev=-3.11 e_tot_ev=-9381.05957
C -2.027 -1.027 -2.136
C -0.682 -1.248 -1.541
O -0.257 -0.650 -0.552
N 0.086 -2.199 -2.123
H -2.114 -1.271 -3.192
H -2.363 -0.018 -1.904
H 0.931 -2.454 -1.637
H -0.011 -2.564 -3.053
H -2.744 -1.688 -1.644
C 1.298 1.469 2.025
C 0.008 0.749 2.395
N 1.406 1.478 0.504
H 1.087 2.493 2.299
H 2.158 0.967 2.449
H -0.820 1.066 1.762
H -0.295 0.935 3.423
H 0.809 2.203 0.148
H 1.092 0.545 0.192
H 2.376 1.521 0.200
H 0.062 -0.306 2.385

=====

3.
21
Properties=species:S:1:pos:R:3 method="wB97M-V/def2-TZVPD" gap_ev=10.79 homo_ha=-0.3550 de_lowest_kj_mol=69.8 total_charge=0 spin_multiplicity=1 fmax_ev_per_a=0.218 lumo_ev=1.14 smiles=CC[C@@]1(C)C[C@H]1C e_tot_ev=-7485.57126
C 1.779 -0.929 0.796
C 1.092 -0.583 -0.529
C 0.045 0.519 -0.409
C 0.634 1.908 -0.223
C -1.193 0.445 -1.263
C -1.298 0.225 0.223
C -1.700 -1.128 0.771
H 2.516 -1.729 0.661
H 2.308 -0.070 1.222
H 1.049 -1.266 1.540
H 1.847 -0.257 -1.258
H 0.641 -1.495 -0.944
H 1.406 1.917 0.557
H -0.134 2.637 0.061
H 1.094 2.248 -1.161
H -1.586 1.369 -1.682
H -1.324 -0.423 -1.908
H -1.727 1.054 0.788
H -1.427 -1.225 1.828
H -1.235 -1.958 0.228
H -2.787 -1.260 0.701

=====

4.
168
Properties=species:S:1:pos:R:3 method="wB97M-V/def2-TZVPD" gap_ev="1.33 / 9.82" homo_ha="0.0321 / -0.2819" s2=0.75 total_charge=-1 spin_multiplicity=2 fmax_ev_per_a=3.026 lumo_ev="2.20 / 2.14" e_tot_ev=-72008.26424
C -6.565 -3.545 -0.508
C -5.371 -2.686 -1.070
O -4.157 -2.978 -0.447
C -3.489 -4.162 -0.914
C -2.259 -4.368 -0.031
H -7.542 -3.326 -0.939
H -6.340 -4.589 -0.724
H -6.642 -3.476 0.577
H -5.281 -2.820 -2.148
H -5.467 -1.609 -0.931
H -4.149 -5.026 -0.844
H -3.196 -3.975 -1.948
H -2.563 -4.576 0.995
H -1.653 -3.462 -0.047
H -1.635 -5.211 -0.326
C 2.365 5.277 4.660
C 2.226 3.815 4.653
O 2.462 3.500 3.269
C 2.368 2.169 2.848
C 3.435 1.226 3.416
H 3.383 5.608 4.458
H 1.741 5.701 3.874
H 2.062 5.778 5.579
H 2.991 3.314 5.245
H 1.222 3.536 4.975
H 1.391 1.733 3.054
H 2.526 2.145 1.770
H 3.278 1.180 4.493
H 4.447 1.623 3.334
H 3.367 0.222 2.997
C 5.802 -1.701 -5.778
C 5.529 -0.475 -4.940
O 5.566 -0.726 -3.533
C 4.481 -1.448 -2.970
C 4.339 -1.176 -1.541
H 6.026 -1.393 -6.799
H 6.651 -2.236 -5.351
H 4.949 -2.369 -5.891
H 6.271 0.282 -5.194
H 4.562 -0.025 -5.164
H 3.513 -1.238 -3.424
H 4.671 -2.521 -3.014
H 5.202 -1.529 -0.977
H 3.459 -1.658 -1.114
H 4.259 -0.121 -1.281
C -0.085 -4.203 3.094
C 0.480 -3.659 4.444
O 1.799 -3.236 4.066
C 2.552 -2.954 5.250
C 3.990 -2.508 4.859
H -0.268 -3.333 2.462
H 0.507 -4.933 2.542
H -1.028 -4.723 3.259
H -0.224 -2.917 4.820
H 0.451 -4.451 5.193
H 2.041 -2.159 5.794
H 2.539 -3.810 5.925
H 4.452 -1.933 5.662
H 4.029 -1.845 3.994
H 4.617 -3.350 4.564
C -1.493 1.963 4.736
C -1.992 2.429 3.360
O -2.893 3.554 3.513
C -3.508 3.902 2.306
C -4.452 5.059 2.652
H -0.874 2.726 5.209
H -2.295 1.660 5.408
H -0.752 1.178 4.584
H -1.166 2.771 2.736
H -2.430 1.547 2.893
H -2.722 4.200 1.611
H -4.072 3.019 2.007
H -4.030 5.942 3.131
H -5.244 4.784 3.349
H -4.953 5.439 1.763
C -3.466 0.676 -0.897
C -2.815 1.918 -1.480
O -2.760 1.779 -2.902
C -2.441 3.010 -3.504
C -2.408 2.684 -5.029
H -4.468 0.491 -1.286
H -2.821 -0.174 -1.120
H -3.374 0.636 0.188
H -3.421 2.793 -1.242
H -1.856 2.160 -1.022
H -3.161 3.822 -3.412
H -1.459 3.356 -3.182
H -1.964 3.494 -5.608
H -3.404 2.373 -5.345
H -1.700 1.873 -5.198
C 0.287 -2.380 -3.273
C -1.016 -1.598 -3.358
O -2.046 -2.327 -4.053
C -3.243 -1.528 -4.139
C -4.296 -2.361 -4.804
H 0.541 -2.855 -4.221
H 1.090 -1.711 -2.967
H 0.266 -3.119 -2.472
H -1.327 -1.244 -2.375
H -0.743 -0.706 -3.923
H -3.610 -1.372 -3.125
H -3.170 -0.544 -4.601
H -3.875 -2.872 -5.670
H -5.090 -1.754 -5.240
H -4.737 -3.068 -4.101
C 5.666 -3.760 1.800
C 4.180 -3.744 1.573
O 3.996 -4.693 0.509
C 2.642 -5.086 0.364
C 1.783 -3.968 -0.154
H 6.148 -4.690 1.499
H 6.118 -2.954 1.223
H 5.885 -3.501 2.836
H 3.636 -4.197 2.402
H 3.704 -2.795 1.325
H 2.552 -5.876 -0.382
H 2.284 -5.520 1.298
H 0.818 -4.388 -0.436
H 2.301 -3.549 -1.016
H 1.716 -3.155 0.570
C 3.041 2.268 -2.643
C 2.770 3.669 -3.236
O 2.196 3.407 -4.548
C 1.628 4.573 -5.062
C 1.260 4.380 -6.491
H 3.628 1.674 -3.344
H 3.542 2.342 -1.678
H 2.136 1.696 -2.443
H 2.068 4.186 -2.581
H 3.688 4.255 -3.285
H 0.812 4.902 -4.418
H 2.361 5.378 -5.011
H 2.069 3.930 -7.067
H 0.973 5.318 -6.964
H 0.400 3.720 -6.608
C 0.467 3.622 0.170
C -0.108 5.003 0.194
C 0.215 5.888 1.439
O 0.378 5.603 -0.944
H 1.557 3.635 0.187
H 0.227 3.055 -0.730
H 0.118 3.059 1.035
H -1.182 4.878 0.059
H -0.412 6.779 1.449
H 1.281 6.088 1.546
H -0.066 5.258 2.283
H 1.319 5.660 -0.763
C -5.042 -0.991 2.214
C -3.759 -1.712 2.761
C -4.112 -2.982 3.515
O -2.962 -2.021 1.594
H -4.729 -0.044 1.775
H -5.660 -0.678 3.056
H -5.637 -1.518 1.468
H -3.178 -0.919 3.231
H -4.648 -3.688 2.882
H -4.775 -2.790 4.359
H -3.187 -3.407 3.905
H -3.513 -2.507 0.976
C 0.772 0.165 0.026
C 0.305 -0.816 1.064
O -0.742 -0.224 1.789
H 0.988 1.134 0.476
H 0.089 0.255 -0.818
H 1.674 -0.172 -0.484
H 1.125 -1.132 1.709
H -0.079 -1.717 0.586
H -1.445 -0.878 1.782

=====

5.
24
Properties=species:S:1:pos:R:3 method="wB97M-V/def2-TZVPD" gap_ev=9.71 homo_ha=-0.3294 de_lowest_kj_mol=139.0 total_charge=0 spin_multiplicity=1 fmax_ev_per_a=2.611 lumo_ev=0.74 smiles=C[C@@H](N)CCN.O.O e_tot_ev=-11481.53108
C 1.440 -1.660 -1.704
C 0.758 -0.899 -0.610
N -0.662 -1.177 -0.556
C 1.289 -1.128 0.837
C 1.972 0.157 1.469
N 2.085 0.159 2.967
H 2.530 -1.377 -1.659
H 1.276 -2.742 -1.580
H 0.898 -1.592 -2.678
H 0.830 0.261 -0.690
H -0.997 -1.675 0.255
H -1.157 -1.649 -1.315
H 1.898 -2.012 0.976
H 0.379 -1.318 1.434
H 2.922 0.371 1.023
H 1.220 0.923 1.172
H 3.044 0.435 3.125
H 1.990 -0.764 3.352
O -4.503 0.257 -3.374
H -4.786 -0.509 -3.898
H -4.021 0.766 -4.078
O -1.362 3.821 1.502
H -0.414 3.726 1.375
H -1.707 3.069 1.002

=====

6.
7
Properties=species:S:1:pos:R:3 method="wB97M-V/def2-TZVPD" gap_ev=11.35 homo_ha=-0.4222 de_lowest_kj_mol=10.6 total_charge=0 spin_multiplicity=1 fmax_ev_per_a=4.589 lumo_ev=-0.14 smiles="NS(=O)(=O)Cl" e_tot_ev=-28974.36753
N 0.254 0.068 -0.330
S 0.564 1.539 -0.835
O 0.113 1.792 -2.242
O 1.929 1.733 -0.463
Cl -0.521 2.809 0.437
H -0.669 -0.439 -0.195
H 0.883 -0.167 0.470

=====

7.
9
Properties=species:S:1:pos:R:3 method="wB97M-V/def2-TZVPD" gap_ev=9.98 homo_ha=-0.6215 de_lowest_kj_mol=432.5 total_charge=+1 spin_multiplicity=1 fmax_ev_per_a=4.730 lumo_ev=-6.93 smiles="O=C1C[N+](=O)N1" e_tot_ev=-9185.84125
O -2.320 -0.455 0.051
C -1.133 -0.405 0.000
C -0.084 0.648 -0.068
N 0.894 -0.508 0.021
O 2.045 -0.584 0.053
N -0.062 -1.415 -0.082
H -0.210 1.277 -0.826
H 0.038 1.351 0.776
H -0.048 -2.478 0.146

=====

8.
12
Properties=species:S:1:pos:R:3 method="wB97M-V/def2-TZVPD" gap_ev=10.33 homo_ha=-0.3575 de_lowest_kj_mol=597.6 total_charge=0 spin_multiplicity=1 fmax_ev_per_a=3.269 lumo_ev=0.61 e_tot_ev=-9241.12409
C -1.752 -0.884 0.030
O -0.713 -0.495 0.942
H 0.332 -0.831 0.762
H -1.346 -0.999 -0.977
H -2.492 -0.084 0.021
H -2.180 -1.820 0.384
N 2.057 0.258 -0.760
O 1.372 0.242 0.518
C 0.124 1.065 0.484
N -0.329 2.101 0.177
H 3.032 0.246 -0.460
H 1.896 1.201 -1.121

=====

Please write out number 6 again, unchanged.
7
Properties=species:S:1:pos:R:3 method="wB97M-V/def2-TZVPD" gap_ev=11.35 homo_ha=-0.4222 de_lowest_kj_mol=10.6 total_charge=0 spin_multiplicity=1 fmax_ev_per_a=4.589 lumo_ev=-0.14 smiles="NS(=O)(=O)Cl" e_tot_ev=-28974.36753
N 0.254 0.068 -0.330
S 0.564 1.539 -0.835
O 0.113 1.792 -2.242
O 1.929 1.733 -0.463
Cl -0.521 2.809 0.437
H -0.669 -0.439 -0.195
H 0.883 -0.167 0.470